Molecular formula: C32H52O22S2
Method: DFT, wB97M-V/def2-TZVPD

Structure (XYZ):
```
108
Properties=species:S:1:pos:R:3:forces:R:3
C 4.7277 -0.6832 -0.7324 0.64 -1.15 1.09
C 4.2247 -2.0002 -1.3904 -1.20 3.15 5.27
C 2.7537 -2.3502 -0.9434 3.23 -0.64 -5.20
O 2.0397 -2.0722 -2.1534 0.78 0.79 -1.11
C 2.9837 -1.7692 -3.1134 -4.76 0.16 -7.17
O 2.7287 -1.5452 -4.3504 0.26 -0.61 5.50
O 4.1757 -1.8782 -2.7114 2.18 0.09 -1.81
H 4.9817 -0.8892 0.3496 -0.95 0.26 -0.90
H 3.9077 0.0138 -0.8674 0.18 0.57 0.31
H 5.6927 -0.2792 -1.0684 -0.49 -0.22 -0.69
H 4.7407 -2.8102 -1.0864 2.39 -2.50 0.66
H 2.2337 -2.0992 -0.1624 -2.29 3.22 4.45
H 2.7817 -3.3532 -0.7474 -0.06 -3.18 -0.30
C -1.1883 4.4038 -1.6784 -0.24 0.71 -3.77
C -0.4303 5.6678 -2.1124 -2.09 0.35 -1.10
C -0.8493 6.7778 -1.1574 5.46 -3.38 3.54
O 0.4577 7.3938 -0.9834 -4.34 2.98 1.40
C 1.4207 6.7498 -1.5324 0.59 1.42 0.74
O 2.4887 7.2438 -1.4604 2.72 -0.72 -0.69
O 0.9997 5.6328 -2.0334 -0.39 -2.81 -1.21
H -1.4673 4.3228 -0.6604 0.37 -0.34 1.02
H -0.7403 3.5998 -2.2304 0.59 -1.14 0.70
H -2.1223 4.4348 -2.2834 0.08 0.31 0.70
H -0.7013 6.0278 -3.2364 0.64 -1.16 2.53
H -1.1753 6.5248 -0.1044 0.35 -0.43 -1.19
H -1.5713 7.2838 -1.5494 -3.79 4.10 -2.48
C 2.3817 5.8968 3.5856 -4.32 -2.62 2.42
C 1.6877 5.4388 2.3206 1.39 5.66 -2.74
C 1.7397 4.0418 1.9306 4.11 -1.48 2.61
O 0.5937 3.6068 2.4356 -5.01 -3.82 2.00
C -0.3483 4.5388 2.4666 -6.74 2.20 1.07
O -1.6603 4.4518 2.5766 7.72 -0.31 -0.79
O 0.2657 5.7678 2.4246 0.18 -2.20 -0.54
H 2.2257 6.8638 4.0536 -0.77 0.27 -0.76
H 3.3657 5.8518 3.4036 3.87 -0.77 -0.13
H 1.9447 5.0998 4.4196 1.69 1.85 -1.75
H 2.0747 5.9598 1.3126 -0.65 -0.15 2.51
H 2.6527 3.3918 2.3376 -1.84 1.58 -0.57
H 1.6727 3.8728 0.9366 0.44 -0.14 -3.56
C 0.1347 -5.9682 1.0486 -0.81 -1.32 1.62
C -0.6273 -4.7182 0.7446 0.66 -0.74 -4.33
C -1.9393 -4.8802 -0.0744 -1.75 -0.83 -1.96
O -2.9533 -4.4282 0.8266 0.55 0.60 1.78
C -2.3633 -3.8892 1.9226 -0.63 2.49 1.86
O -2.9093 -3.2552 2.8336 1.63 -2.45 -2.95
O -0.9613 -4.0102 1.8326 -2.68 1.28 2.61
H -0.3813 -6.6242 1.8126 0.22 1.03 -0.41
H 1.0627 -5.6302 1.5116 0.35 -0.62 -0.39
H 0.1847 -6.6832 0.2256 0.69 0.61 -0.35
H 0.0067 -4.0692 0.0906 -0.08 -0.40 0.47
H -2.3123 -6.0042 -0.3414 1.42 2.74 0.24
H -2.0243 -4.1102 -0.9904 0.44 -2.15 1.73
C 3.3907 -0.2632 4.7536 -2.68 -0.44 -3.17
C 4.3997 -1.0572 3.8366 0.45 6.52 -1.36
C 5.0797 -2.1152 4.4956 6.24 -0.54 -3.11
O 5.2817 -3.1482 3.4076 -1.32 2.23 1.27
C 4.3467 -2.8072 2.4716 1.55 -5.45 -3.36
O 4.1917 -3.6212 1.5096 -0.30 3.85 3.08
O 3.7757 -1.6482 2.6826 -0.86 0.37 0.36
H 2.9297 0.6158 4.1256 0.34 -2.08 0.77
H 3.5887 0.2888 5.6026 2.37 0.93 1.80
H 2.6027 -0.9162 5.2306 0.35 0.27 -1.31
H 5.1367 -0.2422 3.4186 -1.28 -1.47 0.50
H 4.3447 -2.3632 5.0766 -3.04 -3.13 4.57
H 6.1097 -1.7792 4.8826 -1.92 -0.99 -0.11
C -1.0183 1.2328 -4.6504 -0.53 -1.92 0.77
C -0.9773 -0.4242 -4.7124 -1.46 4.15 0.19
C -1.1923 -1.1002 -3.4024 2.87 0.76 4.79
O -2.3143 -1.8432 -3.6374 -0.24 -3.03 4.99
C -2.8203 -1.6772 -4.7864 -2.35 -0.73 -1.27
O -3.8233 -2.1362 -5.2174 -1.31 -1.06 -0.06
O -2.1073 -0.8602 -5.4224 2.69 2.99 -4.35
H -0.5463 1.8518 -5.4184 -0.99 -0.68 -1.00
H -0.2273 1.3798 -3.9704 0.72 0.37 1.93
H -2.0013 1.6268 -4.2364 1.28 -0.53 -0.70
H -0.0703 -0.6652 -5.1174 2.09 -0.96 -1.69
H -1.4203 -0.3002 -2.5994 0.06 -1.19 -1.04
H -0.2593 -1.7662 -2.7764 -2.69 1.74 -2.64
C 1.1787 0.2378 1.2686 1.16 -0.30 1.79
C 0.8127 0.8518 0.0066 -0.78 0.28 -2.98
C -0.6473 1.0998 0.0336 -3.75 3.21 -2.46
S -1.4333 -0.0142 1.1016 -1.07 -1.76 0.78
O -1.9573 -1.1222 0.3396 0.67 -0.48 -0.26
O -2.4003 0.6788 1.9046 0.52 0.17 0.36
C 0.0717 -0.4712 2.0296 0.76 -1.10 -3.10
H 1.6697 0.9428 1.8686 0.05 1.70 1.28
H 2.0537 -0.3162 1.0716 0.71 -1.78 -0.08
H 0.7177 0.1408 -0.8404 1.70 -0.09 0.29
H 1.5387 1.6778 -0.2154 -1.14 -0.54 -0.28
H -1.2773 0.9308 -1.0264 1.90 0.57 2.71
H -1.0583 2.0728 0.4386 0.85 -0.69 -0.44
H 0.4117 -1.5012 2.0626 -1.15 -0.63 -0.42
H -0.1013 -0.2402 3.0006 -0.30 1.41 2.92
C -4.5073 -1.6682 -1.2594 2.53 -2.24 0.49
C -5.1973 -1.6022 0.0706 -1.24 0.04 3.10
C -6.0963 -2.8632 0.1916 -0.40 -0.03 0.75
S -6.4053 -3.4382 -1.5374 -1.32 -1.11 2.48
O -7.7873 -3.0492 -1.8344 1.22 -0.70 -0.15
O -5.9623 -4.8292 -1.5554 -0.38 0.86 -0.85
C -5.3393 -2.3512 -2.3844 0.73 1.15 -2.05
H -3.5533 -2.3282 -0.9654 -1.98 1.04 -1.26
H -4.0563 -0.7512 -1.5404 0.18 0.98 -0.49
H -5.8143 -0.7442 0.3296 -0.10 0.49 -0.90
H -4.5223 -1.6082 1.0226 -0.53 -0.09 -2.12
H -7.1743 -2.7542 0.6076 2.02 0.10 -0.54
H -5.4673 -3.5242 0.8566 -1.19 -0.22 -1.27
H -5.9893 -1.6932 -3.0794 0.89 -0.64 1.65
H -4.7133 -2.8862 -3.1584 -0.53 0.27 1.23
```
Positions in Å, forces in eV/Å.

Summary:
Charge: 0
DFT total energy: -100730.847 eV
Relative energy (zero: lowest compared OMol25 entry of this formula, charge and spin): 0.0 kJ/mol
Molar mass: 852.88 g mol⁻¹
SMILES string: C[C@H]1COC(=O)O1.C[C@H]1COC(=O)O1.C[C@H]1COC(=O)O1.C[C@H]1COC(=O)O1.C[C@H]1COC(=O)O1.C[C@H]1COC(=O)O1.O=S1(=O)CCCC1.O=S1(=O)CCCC1
Orbital gap: 8.83 eV
Highest occupied orbital energy: -0.3452 Ha

=====

Molecular formula: C32H53AsBKNO5P
Method: DFT, wB97M-V/def2-TZVPD

Structure (XYZ):
```
95
Properties=species:S:1:pos:R:3:forces:R:3
K 0.6726 -0.3279 -0.2840 0.28 -0.27 0.53
C 1.2711 -5.0703 -2.3937 -0.05 -0.01 0.01
C 1.3701 -3.5429 -2.3513 0.06 -0.11 -0.08
O 1.5141 -3.0403 -1.2448 -0.05 0.23 0.11
C 1.2999 -2.8049 -3.6115 -0.03 0.05 -0.01
C 1.1924 -3.5189 -4.8219 -0.01 0.01 0.01
C 1.1234 -2.9131 -6.0528 0.00 -0.03 0.00
C 1.1602 -1.5048 -6.1039 0.00 0.02 0.01
C 1.2662 -0.7625 -4.9652 -0.01 0.01 -0.01
C 1.3410 -1.3528 -3.6455 0.05 -0.05 0.05
O 1.4308 -0.6181 -2.6329 0.09 -0.01 -0.34
H 1.2863 -5.4258 -1.3653 0.00 0.01 -0.03
H 2.1064 -5.5109 -2.9418 0.01 0.01 0.00
H 0.3474 -5.3956 -2.8747 -0.01 -0.01 -0.01
H 1.1630 -4.6008 -4.7875 0.00 -0.02 0.01
H 1.0388 -3.5022 -6.9575 0.00 0.00 0.00
H 1.1008 -1.0010 -7.0647 0.00 0.00 0.00
H 1.2899 0.3208 -5.0010 0.00 0.00 0.01
C -0.9420 -0.4568 2.8653 -0.01 0.03 0.00
C 0.2248 0.4236 3.2495 -0.04 0.04 0.01
C -0.0484 1.8967 3.0573 0.01 -0.01 0.00
O 1.4798 0.0085 2.5513 -0.04 -0.11 -0.13
H -1.7762 -0.3224 3.5627 0.03 0.03 0.02
H -0.6539 -1.5096 2.8939 0.00 -0.01 -0.02
H -1.3056 -0.1874 1.8661 -0.04 -0.05 -0.03
H -0.8791 2.2121 3.6985 -0.01 0.01 -0.02
H -0.3272 2.0946 2.0141 -0.01 0.00 0.03
H 0.8291 2.4885 3.3238 0.00 0.01 0.00
O 1.5869 -1.4610 4.6278 -0.01 0.01 -0.05
B 1.4770 -0.1071 3.9769 0.08 0.05 0.03
O 2.4271 0.7459 4.7720 -0.02 -0.02 0.02
C 2.8875 -0.0047 5.7739 0.00 -0.03 -0.01
C 3.7453 0.3588 6.7894 -0.01 0.00 0.00
C 4.0907 -0.6068 7.7502 0.01 0.01 0.00
C 3.5830 -1.8898 7.6795 0.00 -0.01 0.01
C 2.7128 -2.2634 6.6411 0.00 -0.01 -0.01
C 2.3794 -1.3197 5.6939 0.03 0.02 0.04
H 4.1352 1.3683 6.8362 0.00 0.00 0.00
H 4.7631 -0.3378 8.5572 0.00 0.00 0.00
H 3.8576 -2.6203 8.4319 0.00 0.00 0.00
H 2.3083 -3.2664 6.5794 0.00 0.00 0.00
C 3.4568 -4.5646 3.5818 0.00 0.00 -0.01
As 2.4922 -4.0327 1.9480 0.00 -0.01 0.00
C 3.5545 -5.1426 0.7080 -0.04 0.03 -0.04
C 3.4953 -2.3831 1.6573 0.02 -0.02 0.06
H 4.5367 -4.5380 3.4201 0.00 0.00 0.00
H 3.1629 -5.5712 3.8837 0.00 -0.01 0.01
H 3.2005 -3.8677 4.3792 -0.01 0.00 -0.01
H 4.6181 -5.0741 0.9449 0.01 0.01 0.00
H 3.3819 -4.7772 -0.3055 0.01 -0.01 0.06
H 3.2389 -6.1856 0.7638 0.00 -0.02 0.01
H 4.5684 -2.5827 1.7005 0.00 0.00 0.02
H 3.2062 -1.6574 2.4150 0.01 -0.01 -0.03
H 3.2410 -1.9813 0.6808 -0.02 0.01 -0.12
C -4.4348 4.0101 -0.9635 0.00 -0.02 -0.01
C -3.3151 3.2729 -0.2245 -0.02 -0.02 -0.04
C -2.4571 4.3158 0.5021 0.01 0.02 0.01
C -3.9112 2.4074 0.8957 0.03 0.03 -0.02
P -2.1250 2.1207 -1.2267 -0.10 0.10 -0.15
N -1.3225 1.1924 -0.3319 -0.21 0.11 0.06
C -1.0261 3.3190 -2.2741 -0.07 0.01 -0.01
C -1.6836 4.5395 -2.9257 0.01 0.00 0.00
C -0.3415 2.5015 -3.3786 0.01 -0.01 0.01
C 0.1022 3.7914 -1.3454 0.04 0.01 -0.01
C -3.2264 1.1712 -2.5063 0.02 0.01 0.00
C -3.7781 1.9256 -3.7189 0.02 0.00 0.01
C -4.4046 0.5376 -1.7558 0.01 0.01 0.02
C -2.3895 -0.0221 -2.9931 0.00 0.02 0.01
H -4.9667 4.6599 -0.2554 0.00 0.00 0.00
H -5.1722 3.3310 -1.3901 -0.01 -0.05 -0.02
H -4.0572 4.6437 -1.7668 -0.03 -0.01 0.01
H -3.0801 4.8281 1.2457 0.01 -0.01 0.01
H -2.0583 5.0782 -0.1656 -0.03 0.00 0.02
H -1.6289 3.8331 1.0238 0.00 0.02 -0.02
H -4.3423 3.0606 1.6648 0.01 -0.01 0.00
H -3.1193 1.7974 1.3353 -0.01 0.00 0.01
H -4.6997 1.7454 0.5484 -0.05 -0.06 -0.05
H -2.4944 4.2675 -3.6024 0.00 0.00 0.00
H -0.9309 5.0777 -3.5170 0.01 0.00 0.00
H -2.0773 5.2436 -2.1926 0.02 0.00 0.00
H -1.0244 2.2242 -4.1813 0.02 -0.02 0.01
H 0.1219 1.5946 -2.9847 0.01 0.00 0.00
H 0.4490 3.1148 -3.8288 0.01 0.00 0.00
H -0.2017 4.6047 -0.6882 0.04 -0.04 -0.02
H 0.9434 4.1505 -1.9492 0.01 0.00 -0.01
H 0.4353 2.9588 -0.7233 0.02 0.01 0.00
H -4.3738 2.7951 -3.4403 -0.03 0.04 0.03
H -4.4280 1.2527 -4.2940 0.00 0.00 0.00
H -2.9884 2.2575 -4.3925 -0.03 0.01 0.01
H -5.1729 1.2571 -1.4773 -0.02 0.06 0.03
H -4.0498 0.0312 -0.8568 -0.01 0.00 0.01
H -4.8779 -0.2066 -2.4081 0.00 0.00 0.01
H -1.5682 0.2536 -3.6486 0.04 0.02 -0.01
H -3.0396 -0.7112 -3.5463 0.01 0.00 0.00
H -1.9673 -0.5401 -2.1314 0.00 -0.01 -0.02
```
Positions in Å, forces in eV/Å.

Summary:
Charge: -2
DFT total energy: -132904.928 eV
Molar mass: 687.58 g mol⁻¹
Orbital gap: 6.02 eV
Highest occupied orbital energy: -0.0644 Ha